Record 1
120
Properties=species:S:1:pos:R:3:forces:R:3:lowdin_charge:R:1 method="wB97M-V/def2-TZVPD" gap_ha=0.3051 multiplicity=1 e_above_lowest_kj_mol=45.76 smiles=CC1(C)CCCC(C)(C)N1O.CC1(C)CCCC(C)(C)N1O.CC1(C)CCCC(C)(C)N1O.CC1(C)CCCC(C)(C)N1O
C 6.330 -24.235 -1.748 0.1 0.5 0.8 -0.041
C 5.122 -24.701 -2.529 -0.6 -0.9 -0.4 -0.538
C 4.649 -26.048 -1.954 0.4 -0.7 0.0 -0.034
C 3.974 -23.721 -2.344 -1.1 -0.1 -0.8 -0.133
C 2.905 -23.842 -3.445 0.5 -0.5 0.4 -0.178
C 3.476 -23.790 -4.853 -0.9 0.5 -0.8 -0.137
C 4.628 -24.734 -5.170 0.5 -1.4 2.4 -0.497
C 4.082 -26.148 -5.404 -0.2 -0.5 -1.2 -0.027
C 5.573 -24.228 -6.229 0.3 0.3 -0.9 -0.036
N 5.465 -24.842 -3.937 0.6 1.9 -0.2 -0.127
O 6.599 -25.651 -4.120 -0.2 -0.4 0.0 -0.027
H 6.005 -23.913 -0.750 0.0 -0.3 0.0 0.089
H 7.067 -25.023 -1.608 0.1 0.1 -0.1 0.085
H 6.781 -23.326 -2.155 0.1 -0.2 -0.4 0.084
H 4.640 -26.003 -0.863 -0.3 -0.1 0.0 0.084
H 3.690 -26.387 -2.350 -0.2 0.4 0.2 0.075
H 5.314 -26.871 -2.239 0.3 0.3 0.1 0.083
H 3.449 -24.013 -1.434 0.3 0.4 0.3 0.118
H 4.254 -22.666 -2.322 0.4 -0.1 0.2 0.122
H 2.351 -24.781 -3.341 0.1 -0.1 0.1 0.101
H 2.163 -23.065 -3.259 0.0 0.1 -0.4 0.111
H 3.695 -22.764 -5.168 0.3 0.0 0.2 0.120
H 2.644 -24.105 -5.495 0.2 0.2 -0.2 0.120
H 4.823 -26.915 -5.177 0.1 0.2 0.2 0.082
H 3.817 -26.339 -6.454 -0.1 0.3 0.1 0.085
H 3.182 -26.343 -4.823 0.1 0.1 0.2 0.073
H 5.075 -23.886 -7.143 -0.2 0.0 0.2 0.090
H 6.305 -24.967 -6.557 -0.2 -0.2 0.2 0.079
H 6.158 -23.403 -5.816 -0.2 0.2 0.0 0.081
H 7.349 -25.048 -4.084 0.0 0.1 -0.1 0.084
C 14.869 -30.657 -0.950 0.0 -0.1 -0.9 -0.017
C 15.903 -29.572 -1.321 0.8 -1.0 1.0 -0.536
C 16.919 -29.558 -0.171 -0.5 -0.9 0.7 -0.051
C 16.719 -29.922 -2.564 0.0 0.6 -0.7 -0.147
C 15.847 -29.859 -3.799 0.0 0.5 -0.2 -0.179
C 15.215 -28.461 -3.955 -0.6 -1.2 -0.5 -0.131
C 14.533 -27.936 -2.690 0.3 1.4 0.2 -0.499
C 14.550 -26.394 -2.803 -1.1 -0.1 0.8 -0.042
C 13.067 -28.388 -2.555 0.6 -0.7 0.2 -0.013
N 15.382 -28.241 -1.520 0.5 0.4 -0.6 -0.106
O 14.791 -27.745 -0.333 -0.3 -0.2 0.0 -0.020
H 14.074 -30.238 -0.339 0.0 -0.1 0.1 0.082
H 14.441 -31.111 -1.848 -0.3 0.2 0.1 0.067
H 15.360 -31.490 -0.445 0.0 0.1 0.3 0.081
H 17.368 -30.556 -0.106 0.4 0.2 -0.6 0.081
H 17.686 -28.795 -0.272 -0.1 0.1 0.1 0.087
H 16.416 -29.579 0.804 0.0 0.9 -0.1 0.083
H 17.487 -29.144 -2.663 0.0 0.0 0.1 0.125
H 17.280 -30.853 -2.479 -0.4 -0.2 0.2 0.122
H 16.397 -30.049 -4.724 0.1 -0.3 0.1 0.112
H 15.041 -30.595 -3.735 0.1 -0.1 -0.1 0.097
H 14.457 -28.637 -4.729 -0.2 0.5 0.1 0.120
H 15.892 -27.739 -4.409 0.3 0.0 0.4 0.115
H 14.060 -25.941 -1.932 0.0 -0.2 0.0 0.078
H 13.886 -26.118 -3.625 0.6 0.3 -0.3 0.066
H 15.553 -25.974 -2.811 0.1 -0.1 -0.6 0.087
H 12.801 -28.411 -1.499 -0.2 0.2 0.0 0.078
H 12.968 -29.409 -2.934 -0.2 0.1 -0.1 0.078
H 12.397 -27.721 -3.093 0.0 0.0 -0.1 0.074
H 15.362 -27.011 -0.091 0.0 0.0 0.1 0.107
C 11.058 -25.453 -5.506 1.5 -0.6 0.8 -0.042
C 10.980 -23.948 -5.784 0.0 -0.8 -0.3 -0.525
C 12.045 -23.666 -6.834 0.8 0.4 -1.0 -0.036
C 9.574 -23.646 -6.290 0.3 0.2 -0.5 -0.133
C 9.301 -22.161 -6.306 0.0 0.5 1.1 -0.167
C 9.446 -21.591 -4.889 -0.6 0.3 -0.6 -0.141
C 10.824 -21.858 -4.304 0.4 0.3 -0.1 -0.527
C 11.849 -20.916 -4.948 -0.1 0.1 -1.4 -0.026
C 10.768 -21.560 -2.805 0.5 -0.8 0.4 -0.036
N 11.146 -23.285 -4.489 -0.3 0.0 0.7 -0.069
O 12.491 -23.527 -4.062 0.2 0.2 -0.3 -0.031
H 10.461 -25.773 -4.650 -0.4 0.1 -0.3 0.087
H 10.962 -26.116 -6.366 -0.7 0.3 -0.2 0.086
H 12.087 -25.681 -5.189 -0.1 0.2 0.1 0.066
H 12.168 -24.512 -7.516 -0.2 -0.1 0.2 0.083
H 11.855 -22.830 -7.518 -0.2 0.1 0.4 0.076
H 13.039 -23.497 -6.420 -0.1 0.0 0.3 0.086
H 9.487 -23.982 -7.328 0.0 -0.5 0.2 0.121
H 8.919 -24.234 -5.644 -0.5 0.3 -0.2 0.106
H 10.063 -21.632 -6.882 -0.1 -0.2 -0.4 0.101
H 8.328 -21.880 -6.711 0.0 -0.2 -0.1 0.110
H 8.657 -21.936 -4.213 0.1 -0.3 -0.1 0.115
H 9.292 -20.512 -4.989 0.2 0.0 0.4 0.121
H 12.872 -21.012 -4.596 -0.1 0.1 0.5 0.083
H 11.487 -19.885 -4.944 0.2 0.0 0.6 0.089
H 11.925 -21.106 -6.025 0.0 -0.2 0.1 0.066
H 10.304 -20.596 -2.615 0.0 0.0 0.0 0.090
H 11.769 -21.573 -2.356 0.0 0.4 -0.1 0.078
H 10.252 -22.359 -2.264 -0.4 0.2 -0.2 0.089
H 12.496 -23.339 -3.119 -0.2 -0.2 0.1 0.088
C 7.103 -26.173 -13.431 -0.2 -0.7 -0.7 -0.035
C 8.598 -26.383 -13.148 0.3 0.6 0.0 -0.527
C 9.348 -26.071 -14.440 -0.1 -0.5 -0.8 -0.047
C 9.087 -25.333 -12.133 -1.0 0.1 0.4 -0.137
C 8.622 -25.654 -10.719 0.7 -0.8 0.3 -0.167
C 9.126 -27.059 -10.373 -0.3 0.0 0.0 -0.149
C 8.694 -28.166 -11.335 0.0 -0.5 0.1 -0.523
C 9.610 -29.362 -11.074 0.1 -0.4 -0.4 -0.048
C 7.246 -28.601 -11.060 -1.1 0.8 -0.2 -0.018
N 8.967 -27.729 -12.710 0.5 0.3 0.0 -0.088
O 8.427 -28.661 -13.643 -0.2 -0.1 0.2 -0.019
H 6.433 -26.277 -12.581 0.2 0.4 0.2 0.069
H 6.973 -25.228 -13.959 -0.1 0.2 0.4 0.084
H 6.761 -26.928 -14.147 0.1 0.0 0.1 0.086
H 10.434 -26.118 -14.355 0.0 0.0 0.4 0.085
H 9.071 -26.798 -15.210 0.0 0.1 0.0 0.081
H 9.084 -25.085 -14.826 0.0 0.0 0.1 0.084
H 10.167 -25.195 -12.163 0.1 -0.2 -0.1 0.121
H 8.604 -24.408 -12.461 0.3 0.2 0.0 0.120
H 9.095 -25.025 -9.960 -0.2 0.4 -0.2 0.101
H 7.539 -25.578 -10.611 0.0 0.0 0.0 0.110
H 8.764 -27.373 -9.392 0.2 0.1 0.1 0.117
H 10.219 -27.038 -10.330 0.0 0.1 0.0 0.120
H 10.632 -29.131 -11.382 0.0 0.1 0.3 0.087
H 9.322 -30.236 -11.667 -0.2 0.1 0.1 0.077
H 9.566 -29.670 -10.028 0.1 0.1 0.0 0.090
H 6.854 -28.222 -10.111 0.4 -0.2 0.2 0.083
H 7.058 -29.672 -11.087 0.3 -0.1 -0.1 0.080
H 6.564 -28.140 -11.779 0.1 -0.3 -0.2 0.063
H 9.147 -29.285 -13.773 0.1 0.0 -0.1 0.101


Record 2
13
Properties=species:S:1:pos:R:3:forces:R:3:lowdin_charge:R:1 method="wB97M-V/def2-TZVPD" gap_ha=0.3656 multiplicity=1 e_above_lowest_kj_mol=110.08 smiles="C=CO.CS"
C 0.594 -0.951 -1.819 -0.2 0.3 0.7 0.003
C 0.750 0.364 -1.869 -0.3 -0.1 -1.6 -0.285
O -0.240 1.251 -1.547 0.7 0.1 1.0 -0.028
H 1.294 -1.628 -2.268 0.3 -0.2 0.2 0.048
H -0.279 -1.320 -1.291 0.0 -0.3 -0.3 0.062
H 1.566 0.837 -2.407 0.0 0.0 0.1 0.108
H -0.608 0.921 -0.717 -0.6 0.2 -0.1 0.011
C 0.019 0.161 1.896 -1.2 0.0 0.5 -0.431
S -1.768 0.499 1.563 0.3 0.0 -0.1 0.631
H 0.508 -0.284 1.040 0.2 0.2 -0.1 0.003
H -0.025 -0.546 2.712 0.4 -0.2 0.1 0.019
H 0.421 1.092 2.268 0.5 0.0 -0.2 0.023
H -2.232 -0.396 2.439 -0.1 0.0 -0.1 -0.163


Record 3
12
Properties=species:S:1:pos:R:3:forces:R:3:lowdin_charge:R:1 method="wB97M-V/def2-TZVPD" gap_ha=0.3353 multiplicity=1 e_above_lowest_kj_mol=53.70 smiles="CCNC=S"
C -1.185 1.202 -0.119 -0.9 -2.2 1.3 -0.098
C -0.075 0.342 -0.723 0.6 0.5 1.0 -0.232
N 0.422 -0.480 0.419 -0.5 -0.1 0.3 -0.099
C 1.293 -1.481 0.414 1.4 -0.4 -1.6 -0.780
S 2.169 -2.067 1.683 -0.7 0.0 -0.2 0.540
H -0.830 1.359 0.926 -0.9 0.7 -0.7 0.075
H -2.148 0.529 -0.085 1.7 1.4 0.2 0.117
H -1.430 2.089 -0.655 0.0 0.7 -0.2 0.055
H 0.777 0.938 -1.182 -1.1 -0.8 0.5 0.137
H -0.601 -0.268 -1.422 0.4 -0.7 -1.0 0.094
H 0.081 -0.299 1.364 0.1 0.5 -0.5 0.110
H 1.528 -1.862 -0.622 -0.3 0.4 0.9 0.081


Record 4
13
Properties=species:S:1:pos:R:3:forces:R:3:lowdin_charge:R:1 method="wB97M-V/def2-TZVPD" gap_ha=0.3958 multiplicity=1 e_above_lowest_kj_mol=188.08
C -0.692 1.227 -0.655 0.0 0.2 0.0 -0.067
C -0.472 0.140 0.374 2.1 -0.2 0.8 -0.272
C -0.640 -1.284 -0.051 1.8 -1.7 0.3 0.005
H -0.918 0.362 1.347 -0.1 0.0 -0.2 0.141
H -1.716 1.196 -1.040 0.0 0.1 0.1 0.078
H -0.010 1.127 -1.505 -0.1 -0.1 0.1 0.088
H -0.507 2.206 -0.205 -0.1 -0.1 -0.1 0.082
H -1.178 -1.956 0.618 0.0 0.1 -0.2 0.115
H -0.824 -1.483 -1.107 0.1 0.0 0.2 0.120
N 2.052 0.446 0.731 -0.2 -0.8 0.3 0.149
C 1.050 -0.305 0.570 -0.7 3.7 -0.4 -0.515
O 0.943 -1.571 0.246 -2.9 -1.2 -0.8 0.020
H 2.912 -0.107 0.676 0.0 0.1 0.0 0.056


Record 5
80
Properties=species:S:1:pos:R:3:forces:R:3:lowdin_charge:R:1 method="wB97M-V/def2-TZVPD" gap_ha=0.1779 multiplicity=1
C -1.608 6.217 -2.369 0.1 -0.1 0.2 -0.092
C -2.290 5.002 -2.250 0.3 0.0 0.2 -0.088
C -1.990 4.128 -1.200 0.1 0.2 0.1 -0.041
C -1.074 4.490 -0.196 0.0 0.7 -0.3 -0.149
C -0.665 3.574 0.943 0.2 -0.4 0.1 -0.419
C -1.355 2.315 0.989 0.1 -0.2 0.8 -0.015
C -1.037 1.237 1.872 0.0 0.7 -0.6 -0.407
C -2.109 0.182 2.064 0.0 -0.6 0.0 -0.149
C -3.140 -0.042 1.138 -0.1 -0.2 0.4 -0.048
C -4.086 -1.052 1.358 0.3 0.1 0.0 -0.089
C -3.981 -1.889 2.469 0.2 0.0 0.1 -0.092
C -2.938 -1.694 3.385 -0.1 0.3 -0.3 -0.085
C -2.022 -0.657 3.190 -0.2 -0.1 -0.2 -0.048
O 0.059 1.069 2.445 -0.1 -0.3 -0.2 -0.015
O 0.245 3.935 1.707 -0.2 -0.1 -0.6 0.008
C -0.449 5.746 -0.294 0.0 -0.2 -0.2 -0.042
C -0.673 6.577 -1.389 -0.2 -0.1 -0.1 -0.087
H -1.788 6.870 -3.224 0.0 -0.2 0.3 0.101
H -3.046 4.711 -2.981 0.3 0.1 0.1 0.099
H -2.460 3.145 -1.174 0.1 0.3 0.0 0.095
H -2.341 2.293 0.549 0.2 0.0 0.0 0.060
H -3.210 0.576 0.242 0.0 -0.2 0.3 0.099
H -4.905 -1.173 0.646 0.2 -0.1 0.2 0.100
H -4.697 -2.700 2.618 0.2 0.3 0.0 0.102
H -2.834 -2.335 4.260 -0.1 0.1 -0.2 0.101
H -1.226 -0.488 3.916 -0.1 0.0 -0.3 0.113
H 0.262 6.047 0.476 -0.2 -0.2 -0.1 0.116
H -0.108 7.506 -1.475 -0.2 -0.2 0.0 0.104
C -0.625 -4.641 -1.969 -0.1 0.1 -0.4 -0.006
N -0.137 -3.688 -0.996 -0.1 -0.4 0.5 -0.035
C -0.208 -3.922 0.352 -0.9 -0.9 0.5 -0.354
O -0.721 -4.902 0.890 1.0 1.4 -0.8 0.093
C 0.414 -2.712 1.056 -0.4 -0.4 0.2 -0.138
C 1.730 -3.021 1.780 0.3 0.0 0.0 -0.074
C 1.581 -4.079 2.849 0.1 0.0 0.2 -0.232
C 2.316 -5.265 2.755 -0.5 0.0 0.0 -0.043
C 2.076 -6.308 3.652 -0.1 0.2 0.2 -0.078
C 1.143 -6.144 4.684 0.1 0.2 -0.2 -0.084
C 0.480 -4.920 4.833 0.1 0.1 -0.2 -0.070
C 0.705 -3.881 3.923 0.1 -0.5 0.0 -0.030
N 0.591 -1.783 -0.060 1.2 1.8 0.3 0.061
C 1.107 -0.561 0.114 -1.1 -1.6 0.5 0.021
C 1.154 0.413 -0.874 0.7 1.6 -1.0 -0.055
C 1.377 1.742 -0.570 0.0 -1.5 0.7 0.048
C 1.687 2.745 -1.548 -0.1 1.6 -1.4 -0.165
C 2.240 3.998 -1.141 -0.1 -1.3 0.3 0.015
C 2.631 4.944 -2.062 -0.3 0.2 -1.2 0.028
C 2.365 4.715 -3.429 -0.6 -1.5 1.7 -0.141
N 2.343 5.819 -4.321 0.4 2.8 -2.4 -0.313
O 2.058 5.615 -5.523 0.5 0.2 2.2 0.059
O 2.578 6.961 -3.864 -0.4 -2.2 -0.7 0.062
C 1.856 3.480 -3.876 0.0 0.7 0.1 0.022
C 1.477 2.537 -2.943 0.4 -0.2 0.8 0.010
C 0.255 -2.343 -1.375 0.0 -0.3 -0.6 -0.463
C 1.485 -2.402 -2.302 0.0 -0.1 0.2 0.014
C -0.912 -1.604 -2.043 -0.2 -0.1 0.2 0.021
H -0.861 -5.578 -1.456 0.1 0.3 -0.1 0.101
H -1.523 -4.252 -2.472 0.2 -0.3 0.2 0.095
H 0.146 -4.814 -2.733 -0.2 -0.1 0.2 0.094
H -0.318 -2.300 1.773 0.2 -0.1 -0.3 0.155
H 2.472 -3.348 1.032 -0.2 0.1 0.2 0.128
H 2.091 -2.084 2.230 0.0 -0.2 -0.1 0.128
H 3.039 -5.372 1.943 -0.2 -0.1 0.2 0.112
H 2.613 -7.251 3.538 -0.1 0.2 0.1 0.103
H 0.937 -6.969 5.370 0.1 0.3 -0.2 0.103
H -0.226 -4.772 5.652 0.2 -0.1 -0.2 0.105
H 0.186 -2.924 4.024 0.1 -0.3 0.0 0.111
H 1.477 -0.338 1.112 -0.5 0.2 0.0 0.140
H 1.053 0.133 -1.924 0.0 0.2 0.6 0.072
H 1.416 2.018 0.484 0.0 0.1 0.0 0.122
H 2.357 4.195 -0.076 0.0 -0.1 -0.2 0.128
H 3.080 5.891 -1.774 -0.3 -0.2 0.0 0.128
H 1.722 3.326 -4.942 -0.2 0.1 0.2 0.122
H 1.002 1.618 -3.291 0.2 0.3 0.1 0.113
H 2.234 -3.082 -1.874 -0.2 0.2 -0.2 0.103
H 1.170 -2.766 -3.288 0.2 0.1 0.2 0.092
H 1.946 -1.419 -2.422 0.0 -0.3 -0.1 0.072
H -1.787 -1.630 -1.378 0.2 0.0 -0.2 0.103
H -0.662 -0.560 -2.242 -0.2 -0.3 0.0 0.074
H -1.140 -2.101 -2.995 0.0 0.2 0.3 0.091


Record 6
17
Properties=species:S:1:pos:R:3:forces:R:3:lowdin_charge:R:1 method="wB97M-V/def2-TZVPD" gap_ha=0.3390 multiplicity=1 e_above_lowest_kj_mol=395.49 smiles="[H]/N=C/C=C.NCO"
H -2.271 2.140 -1.633 0.0 0.2 0.2 0.052
N -1.337 1.951 -1.275 0.1 -0.1 -0.2 0.104
C -1.338 1.557 -0.073 -0.5 -0.9 -0.4 -0.266
C -0.116 1.052 0.576 1.9 1.6 -0.2 -0.212
C 1.128 1.155 -0.013 -1.5 1.2 1.1 -0.042
H -2.250 1.442 0.529 0.1 0.2 -0.1 0.112
H -0.182 0.983 1.658 0.0 -0.5 -0.1 0.108
H 1.190 1.610 -0.992 0.0 -0.3 -0.2 0.077
H 2.008 1.236 0.611 0.1 -0.5 0.0 0.076
N 1.031 -1.536 -0.776 1.4 2.4 -0.1 0.008
C -0.128 -1.773 -0.050 -1.4 2.1 0.8 -0.407
O -0.025 -2.430 1.194 0.4 -0.3 0.2 -0.059
H 1.288 -0.407 -0.629 -0.3 -3.1 -0.4 0.072
H 1.817 -2.094 -0.452 -0.1 0.2 -0.1 0.078
H -0.892 -2.301 -0.623 0.0 0.1 0.1 0.120
H -0.516 -0.645 0.198 0.0 -2.2 -0.6 0.096
H 0.594 -1.940 1.751 -0.1 -0.1 -0.1 0.082


Record 7
23
Properties=species:S:1:pos:R:3:forces:R:3:lowdin_charge:R:1 method="wB97M-V/def2-TZVPD" gap_ha=0.3271 multiplicity=1 e_above_lowest_kj_mol=303.60 charge=+1
C 1.143 -0.167 -2.210 -0.2 -0.1 -0.3 -0.017
C 0.366 -0.742 -1.035 1.7 -0.4 -0.2 -0.439
C -0.073 0.258 -0.063 -0.3 -0.3 -1.1 0.112
C -0.005 0.075 1.340 -0.5 -0.8 1.0 -0.392
C -1.257 0.441 2.158 0.5 0.4 0.2 -0.015
C 1.270 0.892 1.723 0.5 0.0 0.1 0.011
N -0.881 -1.430 -1.403 -0.3 0.8 1.1 0.165
H 1.727 -0.933 -2.715 0.0 -0.1 0.2 0.098
H 0.478 0.232 -2.968 -0.2 0.3 0.0 0.074
H 1.818 0.626 -1.893 0.1 0.0 0.1 0.093
H 1.005 -1.473 -0.525 -0.2 0.0 -0.1 0.161
H -1.837 1.447 -2.895 -0.4 0.4 -0.2 0.001
H -0.436 1.173 -0.518 -0.4 0.3 0.2 0.160
H 0.270 -0.968 1.538 -0.1 0.1 0.0 0.155
H -2.148 0.116 1.642 -0.3 0.0 -0.1 0.081
H -1.297 1.511 2.381 -0.1 -0.1 -0.2 0.099
H -1.219 -0.077 3.117 0.1 0.0 -0.1 0.099
H 1.270 1.928 1.398 -0.2 0.1 0.0 0.100
H 1.327 0.860 2.814 -0.1 0.0 -0.1 0.112
H 2.162 0.409 1.331 0.1 0.0 0.0 0.096
H -1.227 -1.956 -0.606 -0.1 -0.3 -0.2 0.109
H -2.339 1.983 -3.093 0.4 -0.5 0.2 0.048
H -1.638 -0.813 -1.694 0.1 0.1 -0.4 0.091